Entry from OMol25: a molecular structure, C39H40CeN2OP2S8 (ωB97M-V with the def2-TZVPD basis set).

LUMO energy (spin up / spin down)   0.086 / 0.086 Eh
HOMO energy (spin up / spin down)   -4.55 / -4.58 eV
Spin multiplicity   2
Total charge   -1
Expectation value of S²   0.7510

Structure (XYZ):
```
93
Properties=species:S:1:pos:R:3:forces:R:3:mulliken_charge:R:1
Ce 0.512147 0.014246 0.463932 0.886 0.475 -0.293 0.1454
S 0.791071 1.977100 2.494071 0.447 -0.462 0.090 -0.3169
S -0.622146 3.300201 1.803633 -0.305 0.302 -0.220 -0.0864
S -0.529728 3.242486 -0.255532 0.478 0.183 0.343 -0.1002
S -1.424857 1.493052 -0.826990 -0.671 0.073 -0.306 -0.0903
S 3.541518 -3.948280 1.147813 0.136 -0.071 0.074 -0.3422
C 2.661208 -2.569290 0.890212 0.248 -0.049 0.063 0.3685
S 1.736491 -2.356839 -0.558826 -0.244 -0.042 -0.302 -0.4628
S 2.607813 -1.256401 2.011881 0.161 0.433 0.208 -0.4030
C -2.404711 -3.599465 0.991752 0.021 0.179 0.055 -1.3806
C -1.744436 -3.045665 -0.279824 -0.119 0.281 0.013 -0.3546
P -2.643824 -1.519452 -0.841846 -0.269 -0.690 -0.633 0.7512
C -1.936279 -1.135606 -2.490796 -0.033 0.061 0.118 -0.1470
C -2.752573 -0.378128 -3.334016 0.116 0.007 0.012 -0.4200
C -2.277953 0.077899 -4.549406 -0.062 0.030 0.051 -0.6408
C -0.975169 -0.208866 -4.937751 0.032 -0.051 -0.039 -0.5189
C -0.163495 -0.967242 -4.111805 0.063 0.052 -0.061 -0.5590
C -0.636695 -1.422312 -2.887736 -0.112 -0.178 -0.063 -0.1765
C -4.163854 -2.371560 -1.469223 -0.049 0.181 0.112 0.3557
C -4.082385 -3.336193 -2.473559 -0.071 -0.045 0.058 -0.4894
C -5.225332 -3.955318 -2.949402 0.022 -0.032 -0.003 -0.6781
C -6.469657 -3.609755 -2.435366 -0.031 0.031 -0.028 -0.4943
C -6.564368 -2.639471 -1.451931 -0.090 -0.047 0.012 -0.6268
C -5.414707 -2.024158 -0.971880 0.074 0.003 -0.005 -0.0467
C -2.931176 -2.497202 1.922792 0.201 -0.010 -0.194 -1.2504
P -1.635678 -1.210631 2.308514 -0.568 -0.284 0.822 1.5808
C -2.636568 0.222253 2.855264 0.105 0.024 -0.051 0.6117
C -3.833567 0.576115 2.241660 0.059 -0.013 0.031 -0.4640
C -4.555482 1.669013 2.698898 -0.059 0.017 -0.049 -0.4916
C -4.079904 2.425425 3.756709 -0.014 0.067 0.016 -0.5889
C -2.858684 2.112197 4.335915 0.015 -0.038 0.009 -0.6478
C -2.133942 1.024340 3.881617 -0.187 -0.017 -0.038 -0.9654
C -1.101203 -1.875317 3.940556 0.205 -0.015 -0.135 0.2374
C 0.120574 -2.535163 4.022499 -0.115 -0.010 -0.059 -0.5115
C 0.576480 -3.024902 5.239146 0.013 -0.096 0.091 -0.7252
C -0.202145 -2.890724 6.376164 0.053 -0.015 -0.031 -0.4865
C -1.446649 -2.277975 6.293281 -0.063 0.007 0.014 -0.7317
C -1.892615 -1.768245 5.085945 0.024 -0.062 0.003 -0.4409
H -1.678594 -4.212421 1.532285 -0.038 -0.076 -0.057 0.4779
H -3.246262 -4.240370 0.715122 0.029 -0.034 0.038 0.4331
H -1.703874 -3.806856 -1.060504 0.074 0.040 -0.022 0.6856
H -0.715732 -2.756292 -0.053314 0.028 -0.139 -0.093 -0.0099
H -3.758099 -0.134909 -3.011477 -0.023 0.044 -0.076 0.4152
H -2.919145 0.673244 -5.187115 0.004 0.005 -0.010 0.3862
H -0.597637 0.156359 -5.884330 0.005 -0.002 -0.004 0.3829
H 0.847164 -1.207953 -4.416262 0.019 0.022 0.033 0.4103
H 0.011657 -2.027945 -2.270600 0.000 -0.052 0.051 0.2671
H -3.116196 -3.584318 -2.896122 0.004 -0.027 -0.012 0.2905
H -5.151511 -4.705030 -3.727430 0.014 0.008 -0.009 0.3938
H -7.364206 -4.084566 -2.818160 -0.007 -0.016 0.017 0.3631
H -7.535280 -2.358703 -1.063274 0.009 0.020 0.020 0.4249
H -5.489961 -1.249490 -0.216918 -0.018 -0.009 0.021 0.1991
H -3.273958 -2.926264 2.865477 -0.034 0.079 -0.004 0.7381
H -3.773903 -1.999479 1.443270 -0.047 0.007 0.136 0.4430
H -4.197765 0.016051 1.390354 0.001 0.002 0.004 0.1670
H -5.488973 1.931866 2.217323 0.000 0.012 -0.004 0.4162
H -4.648338 3.274210 4.115629 -0.002 0.014 -0.011 0.3475
H -2.461556 2.718951 5.139531 0.007 0.026 -0.011 0.4021
H -1.169039 0.801707 4.313331 -0.011 -0.003 0.053 0.6045
H 0.730921 -2.651626 3.137170 0.078 0.057 0.042 0.3620
H 1.546940 -3.500804 5.294736 0.002 -0.013 -0.049 0.4932
H 0.159467 -3.260393 7.327515 -0.014 -0.015 0.010 0.3704
H -2.067927 -2.189755 7.175975 0.000 0.028 0.007 0.4127
H -2.849856 -1.265212 5.038693 -0.019 -0.010 0.004 0.4519
C 5.322014 1.481994 2.862395 0.039 0.027 -0.111 -0.9222
C 5.486829 2.325036 1.601027 -0.156 -0.224 -0.022 -0.8102
C 4.419098 2.041643 0.544378 0.045 0.179 0.141 -0.1942
N 4.701438 0.814096 -0.195958 -0.271 -0.197 0.093 0.5037
C 3.928562 0.385487 -1.184454 0.178 0.576 -0.035 -0.0092
S 2.519316 1.211355 -1.647365 -0.099 -0.144 0.149 -0.3220
N 4.315994 -0.675938 -1.965189 0.020 -0.253 0.062 0.2020
C 5.456429 -1.468258 -2.019594 -0.154 0.210 -0.025 -0.1875
O 5.496158 -2.388448 -2.800915 0.074 -0.005 0.168 -0.6245
C 6.635159 -1.072799 -1.185221 0.383 -0.209 -0.231 -0.1803
C 7.050558 -1.866871 -0.123469 -0.208 0.095 0.011 0.2071
C 8.213403 -1.541212 0.560147 0.023 -0.063 -0.011 -0.7048
C 8.980821 -0.458099 0.158889 0.014 -0.029 0.076 -0.3891
C 8.570905 0.327813 -0.909659 0.015 -0.008 -0.060 -0.7199
C 7.398757 0.023382 -1.581776 -0.043 -0.023 0.026 0.2914
H 6.007434 1.808939 3.646270 0.011 -0.008 -0.020 0.3922
H 5.519450 0.430402 2.662946 -0.069 -0.156 0.041 0.2721
H 4.301205 1.567253 3.236002 -0.010 -0.048 0.042 0.1686
H 6.480444 2.166682 1.166928 0.020 0.145 -0.003 0.2801
H 5.398422 3.378801 1.870488 0.059 0.028 -0.096 0.3956
H 4.380688 2.855675 -0.182774 -0.082 -0.035 0.024 0.4757
H 3.434993 1.975499 1.019690 0.016 0.014 -0.056 -0.0255
H 5.421913 0.208875 0.170269 -0.013 0.022 -0.055 -0.0834
H 3.589939 -0.986153 -2.596240 -0.081 -0.058 0.043 0.1452
H 6.448013 -2.714363 0.174476 -0.049 -0.077 0.033 0.4534
H 8.523234 -2.155056 1.395357 0.026 0.018 0.014 0.4208
H 9.906845 -0.234294 0.672991 -0.026 0.045 0.028 0.3999
H 9.174316 1.167652 -1.229120 -0.016 0.016 0.004 0.3993
H 7.073404 0.628939 -2.419192 -0.006 0.011 0.008 0.4251
```
Positions in Å, forces in eV/Å.